C20H30B2FN2O20Pb as an isolated structure at a distorted geometry. Source: the OMol25 dataset; level of theory: the ωB97M-V functional and the def2-TZVPD basis.

⟨S²⟩: 0.7526
Orbital gap (spin up / spin down), eV: 2.363 / 6.453
M, g mol⁻¹: 866.3

```
! wB97M-V def2-TZVPD RIJCOSX def2/J DEFGRID3
* xyz -2 2
Pb -8.61 10.29 -6.03
O -9.46 9.69 -3.49
C -9.96 8.85 -2.68
O -9.39 8.32 -1.59
B -10.25 7.23 -1.01
O -11.41 7.20 -1.98
C -11.33 8.23 -2.87
O -12.16 8.64 -3.64
O -10.58 7.33 0.45
C -10.23 6.19 1.08
O -10.51 5.90 2.26
C -9.42 5.22 0.10
O -9.52 5.89 -1.13
O -8.77 4.24 0.30
O -9.17 19.29 -6.00
C -9.48 18.21 -6.47
O -8.70 17.16 -6.66
B -9.57 16.10 -7.26
O -10.94 16.60 -7.25
C -10.96 17.81 -6.70
O -11.89 18.62 -6.52
O -9.08 15.82 -8.60
C -8.70 14.58 -8.76
O -8.21 14.07 -9.76
C -8.77 13.93 -7.30
O -9.31 14.87 -6.46
O -8.41 12.74 -7.08
F -8.94 7.86 -6.58
C -9.13 10.75 -9.71
O -9.79 10.38 -8.50
C -11.16 10.76 -8.40
C -11.79 10.05 -7.21
N -11.12 10.46 -5.94
C -11.28 11.92 -5.72
C -10.44 12.52 -4.51
O -9.07 12.12 -4.58
C -8.36 12.77 -3.49
H -9.64 10.41 -10.60
H -8.15 10.27 -9.80
H -9.05 11.84 -9.70
H -11.65 10.25 -9.23
H -11.50 11.80 -8.38
H -11.68 8.98 -7.32
H -12.87 10.16 -7.15
H -11.62 9.97 -5.21
H -12.27 12.21 -5.37
H -10.99 12.54 -6.57
H -10.91 12.36 -3.53
H -10.35 13.60 -4.60
H -8.70 12.46 -2.51
H -8.48 13.85 -3.56
H -7.32 12.48 -3.63
C -6.46 9.49 -3.13
O -6.55 9.92 -4.53
C -5.67 9.17 -5.36
C -5.25 10.10 -6.50
N -6.32 10.55 -7.40
C -5.79 11.61 -8.26
C -4.60 11.22 -9.22
O -4.90 10.15 -10.14
C -4.06 10.14 -11.32
H -7.17 10.04 -2.50
H -5.50 9.81 -2.74
H -6.63 8.42 -3.08
H -6.18 8.24 -5.63
H -4.83 8.88 -4.73
H -4.45 9.63 -7.09
H -4.90 11.01 -6.02
H -6.32 9.79 -8.06
H -5.48 12.50 -7.70
H -6.57 12.14 -8.80
H -3.82 10.90 -8.53
H -4.29 12.12 -9.76
H -3.09 9.68 -11.13
H -3.97 11.16 -11.70
H -4.55 9.63 -12.15
*
```

AsB2F6H8Sn as an isolated structure at a distorted geometry. Source: the OMol25 dataset; level of theory: the ωB97M-V functional and the def2-TZVPD basis.

Orbital gap, eV: 8.219
Energy above the lowest of the compared OMol25 structures with the same formula, charge and spin, kcal per mole: 0.0
M, g mol⁻¹: 337.3

```
! wB97M-V def2-TZVPD RIJCOSX def2/J DEFGRID3
* xyz -1 1
Sn -0.52 -0.45 -1.53
B 1.51 0.66 -3.12
H 0.80 1.52 -2.72
H 2.32 1.07 -3.86
H 2.06 0.24 -2.14
H 0.86 -0.26 -3.53
B -2.12 1.81 -0.34
H -1.66 1.48 0.68
H -2.45 2.93 -0.34
H -1.25 1.73 -1.20
H -3.02 1.14 -0.72
As 0.49 -1.71 2.70
F -1.04 -2.47 3.08
F 1.16 -2.21 4.23
F 2.04 -1.04 2.24
F -0.20 -1.03 1.20
F 0.01 -0.22 3.48
F 1.01 -3.18 1.90
*
```

The molecule C3H9N2OP at a distorted geometry. Source: the OMol25 dataset; level of theory: the ωB97M-V functional and the def2-TZVPD basis.

Orbital gap, eV: 8.305
Energy above the lowest of the compared OMol25 structures with the same formula, charge and spin, kcal per mole: 85.3
M, g mol⁻¹: 120.1

```
! wB97M-V def2-TZVPD RIJCOSX def2/J DEFGRID3
* xyz 0 1
C -2.58 0.55 0.03
C 2.34 -0.84 -0.46
C -1.14 0.82 -0.28
N -0.55 -1.37 0.63
N -0.30 -0.10 0.23
O 1.00 1.72 -0.70
P 1.31 0.57 0.15
H -2.99 -0.02 -0.73
H -2.56 -0.17 0.87
H -3.33 1.37 0.35
H 2.52 -0.56 -1.49
H 1.94 -1.90 -0.58
H 3.35 -0.89 -0.02
H -0.78 1.71 -0.73
H 0.25 -1.71 1.21
H 1.54 0.83 1.53
*
```

C31H56MnN7O as an isolated structure at a distorted geometry. Source: the OMol25 dataset; level of theory: the ωB97M-V functional and the def2-TZVPD basis.

⟨S²⟩: 8.7590
Orbital gap (spin up / spin down), eV: 6.346 / 6.363
Energy above the lowest of the compared OMol25 structures with the same formula, charge and spin, kcal per mole: 42.9
M, g mol⁻¹: 597.8

```
! wB97M-V def2-TZVPD RIJCOSX def2/J DEFGRID3
* xyz 1 6
Mn 2.21 -2.79 34.28
C 4.42 -5.43 33.01
C 3.24 -4.89 32.21
C 2.13 -5.93 32.03
O 2.82 -3.61 32.58
H 4.10 -5.61 34.04
H 5.24 -4.72 32.91
H 4.86 -6.34 32.59
H 3.62 -4.81 31.18
H 2.61 -6.79 31.56
H 1.38 -5.60 31.31
H 1.67 -6.26 32.96
C 9.19 -8.08 31.98
C 7.97 -7.49 32.65
C 7.92 -5.93 32.66
C 7.41 -5.37 31.41
N 6.93 -4.92 30.47
H 9.16 -7.96 30.90
H 9.41 -9.11 32.25
H 10.08 -7.54 32.31
H 8.05 -7.70 33.72
H 6.98 -7.85 32.37
H 8.94 -5.62 32.90
H 7.39 -5.42 33.47
C 8.39 -1.54 32.82
C 7.45 -1.45 34.00
C 5.93 -1.59 33.73
C 5.49 -1.22 32.39
N 5.25 -0.99 31.30
H 9.42 -1.49 33.17
H 8.34 -0.76 32.07
H 8.25 -2.51 32.32
H 7.53 -0.47 34.47
H 7.62 -2.21 34.76
H 5.35 -1.02 34.47
H 5.57 -2.61 33.93
C -1.26 -7.09 36.58
C -1.07 -5.84 37.46
C 0.40 -5.38 37.43
C 0.99 -5.18 36.11
N 1.45 -5.10 35.05
H -2.31 -7.38 36.46
H -0.75 -7.93 37.07
H -0.90 -6.96 35.56
H -1.46 -6.03 38.46
H -1.74 -5.13 36.97
H 0.92 -6.22 37.91
H 0.48 -4.42 37.94
C 1.36 -10.05 30.08
C 1.33 -9.64 31.55
C 0.06 -8.84 31.91
C -0.53 -9.31 33.17
N -0.95 -9.67 34.18
H 0.47 -10.58 29.73
H 2.16 -10.76 29.85
H 1.55 -9.17 29.47
H 2.26 -9.18 31.87
H 1.30 -10.57 32.14
H -0.59 -8.70 31.05
H 0.36 -7.81 32.15
C 4.24 -6.71 28.37
C 2.99 -6.94 27.49
C 1.71 -6.40 28.10
C 1.72 -5.05 28.64
N 1.63 -4.00 29.10
H 4.10 -7.10 29.38
H 4.46 -5.65 28.43
H 5.12 -7.19 27.95
H 2.93 -7.97 27.16
H 3.26 -6.47 26.54
H 1.35 -7.10 28.86
H 0.94 -6.38 27.33
C -2.73 -6.21 33.18
C -1.48 -5.36 33.00
C -1.15 -4.61 31.72
C -1.12 -5.38 30.46
N -1.15 -5.99 29.49
H -2.82 -6.63 34.18
H -2.85 -7.07 32.50
H -3.64 -5.70 32.85
H -0.64 -5.89 33.45
H -1.60 -4.58 33.78
H -0.14 -4.21 31.76
H -1.87 -3.82 31.55
C 1.91 -8.66 35.38
C 3.22 -7.95 35.73
C 4.46 -8.84 35.74
C 4.64 -9.53 34.45
N 4.82 -10.02 33.43
H 1.95 -9.22 34.45
H 1.16 -7.87 35.35
H 1.61 -9.33 36.19
H 3.17 -7.29 36.59
H 3.33 -7.30 34.85
H 4.40 -9.59 36.52
H 5.36 -8.22 35.77
*
```

The molecule C11H11OP at a distorted geometry. Source: the OMol25 dataset; level of theory: the ωB97M-V functional and the def2-TZVPD basis.

SMILES: O=[P@H](C1=CCC=C1)c1ccccc1
Orbital gap, eV: 9.640
Energy above the lowest of the compared OMol25 structures with the same formula, charge and spin, kcal per mole: 0.0
M, g mol⁻¹: 190.2

```
! wB97M-V def2-TZVPD RIJCOSX def2/J DEFGRID3
* xyz 0 1
O 0.26 2.87 0.04
P 0.07 1.60 0.71
C 1.51 0.55 0.43
C 1.75 -0.09 -0.73
C 3.07 -0.83 -0.64
C 3.57 -0.29 0.65
C 2.68 0.40 1.29
C -1.48 0.85 0.28
C -1.55 -0.55 0.13
C -2.67 -1.12 -0.37
C -3.79 -0.31 -0.69
C -3.76 1.08 -0.52
C -2.56 1.67 0.03
H -0.08 1.72 2.20
H 1.17 -0.23 -1.53
H 3.82 -0.75 -1.42
H 2.95 -1.91 -0.42
H 4.48 -0.47 1.22
H 2.77 0.81 2.27
H -0.65 -1.03 0.29
H -2.70 -2.23 -0.62
H -4.74 -0.87 -0.91
H -4.60 1.71 -0.69
H -2.51 2.78 0.22
*
```

Please write out number 5 again, unchanged.
The molecule C11H11OP at a distorted geometry. Source: the OMol25 dataset; level of theory: the ωB97M-V functional and the def2-TZVPD basis.

SMILES: O=[P@H](C1=CCC=C1)c1ccccc1
Orbital gap, eV: 9.640
Energy above the lowest of the compared OMol25 structures with the same formula, charge and spin, kcal per mole: 0.0
M, g mol⁻¹: 190.2

```
! wB97M-V def2-TZVPD RIJCOSX def2/J DEFGRID3
* xyz 0 1
O 0.26 2.87 0.04
P 0.07 1.60 0.71
C 1.51 0.55 0.43
C 1.75 -0.09 -0.73
C 3.07 -0.83 -0.64
C 3.57 -0.29 0.65
C 2.68 0.40 1.29
C -1.48 0.85 0.28
C -1.55 -0.55 0.13
C -2.67 -1.12 -0.37
C -3.79 -0.31 -0.69
C -3.76 1.08 -0.52
C -2.56 1.67 0.03
H -0.08 1.72 2.20
H 1.17 -0.23 -1.53
H 3.82 -0.75 -1.42
H 2.95 -1.91 -0.42
H 4.48 -0.47 1.22
H 2.77 0.81 2.27
H -0.65 -1.03 0.29
H -2.70 -2.23 -0.62
H -4.74 -0.87 -0.91
H -4.60 1.71 -0.69
H -2.51 2.78 0.22
*
```

- Which of these has the highest M?
  C20H30B2FN2O20Pb

Please write out number 3 again, unchanged.
The molecule C3H9N2OP at a distorted geometry. Source: the OMol25 dataset; level of theory: the ωB97M-V functional and the def2-TZVPD basis.

Orbital gap, eV: 8.305
Energy above the lowest of the compared OMol25 structures with the same formula, charge and spin, kcal per mole: 85.3
M, g mol⁻¹: 120.1

```
! wB97M-V def2-TZVPD RIJCOSX def2/J DEFGRID3
* xyz 0 1
C -2.58 0.55 0.03
C 2.34 -0.84 -0.46
C -1.14 0.82 -0.28
N -0.55 -1.37 0.63
N -0.30 -0.10 0.23
O 1.00 1.72 -0.70
P 1.31 0.57 0.15
H -2.99 -0.02 -0.73
H -2.56 -0.17 0.87
H -3.33 1.37 0.35
H 2.52 -0.56 -1.49
H 1.94 -1.90 -0.58
H 3.35 -0.89 -0.02
H -0.78 1.71 -0.73
H 0.25 -1.71 1.21
H 1.54 0.83 1.53
*
```